[1]
17
Properties=species:S:1:pos:R:3:forces:R:3 method="wB97M-V/def2-TZVPD" orbital_gap_ev=10.4 total_energy_ev=-8429.6258 lumo_ev=1.106
C 1.86489 0.33080 -0.68043 0.1 -0.1 0.0
C 0.58878 0.22512 0.08683 0.3 -0.3 -0.3
C 0.11286 -1.17860 0.58827 0.2 -0.2 0.1
C -1.17434 -1.06303 -0.27950 -0.1 -0.2 0.0
C -0.80460 0.38441 -0.51114 -0.1 0.0 -0.1
C -0.99282 1.23999 0.75207 -0.6 -0.3 -0.7
O 0.41455 1.29432 1.03375 -0.1 0.0 0.0
H 2.71415 0.12676 -0.02185 0.0 0.0 -0.1
H 1.85159 -0.39808 -1.49649 0.1 0.1 0.1
H 1.96848 1.33848 -1.09685 0.0 -0.2 0.1
H 0.77806 -1.99454 0.30916 0.0 0.0 0.1
H -0.07376 -1.20019 1.66536 0.1 0.0 -0.1
H -2.14129 -1.20677 0.21631 0.2 -0.1 0.0
H -1.15386 -1.65858 -1.19477 0.1 -0.1 0.2
H -0.97292 0.88156 -1.47472 -0.1 -0.1 0.3
H -1.50708 0.75631 1.59465 -0.3 0.3 -0.4
H -1.46380 2.11792 0.35170 0.0 1.2 1.0

[2]
59
Properties=species:S:1:pos:R:3:forces:R:3 method="wB97M-V/def2-TZVPD" orbital_gap_ev=1.7 total_energy_ev=-56177.8864 lumo_ev=2.572 total_charge=-2
C -4.08514 2.53409 -2.77288 0.0 0.0 -0.5
C -2.64320 1.98016 -2.43600 -0.5 -0.1 1.1
C -2.55787 1.34303 -0.98230 -0.3 1.1 -0.1
C -1.32183 1.89287 -0.14596 -1.4 0.4 0.3
N -0.96487 0.92649 0.89988 0.6 0.9 -1.6
C 0.22662 0.11758 0.63305 -0.1 -0.4 0.2
C -0.08868 -1.20531 1.46012 0.6 -0.1 1.6
O -1.48292 -1.55771 1.34484 1.2 0.7 -1.3
O -1.73417 -2.71723 2.08616 -0.5 -0.6 1.2
C 0.53345 -0.42168 -0.81627 2.0 -3.7 -1.4
F 0.73121 0.49107 -1.91338 -1.2 1.1 0.5
C -0.30245 -1.58276 -1.45895 -0.8 -0.1 -1.0
C 0.24934 -2.00336 -2.89483 -0.6 0.0 0.4
C -0.51812 -1.29543 -4.08228 0.7 -1.2 0.1
I 1.01036 -0.42502 -5.41403 -0.8 0.0 0.2
N 1.86944 -0.98660 -0.64572 -0.9 0.4 0.6
C 2.57076 -0.34775 0.39040 0.4 2.3 1.4
C 1.63579 0.78532 0.94268 2.0 -1.2 1.1
C 1.93750 2.23544 0.38661 -1.0 0.4 -0.6
B 2.13779 0.86951 2.48041 -1.0 -0.1 1.0
O 2.26030 -0.25547 3.36300 0.0 1.1 -0.7
O 2.53535 2.14461 3.05226 0.9 -1.2 -0.5
C 3.97490 2.03192 3.16579 0.2 -0.2 -0.8
C 4.70961 3.37657 2.86299 0.4 -0.9 0.4
H -4.85499 2.25870 -2.00846 0.7 0.2 -0.6
H -4.07976 3.65281 -2.86807 0.0 -0.9 0.2
H -4.44524 2.14631 -3.76190 0.3 0.3 0.8
H -1.94843 2.85700 -2.42558 -0.3 -0.9 -0.4
H -2.34481 1.18459 -3.15306 0.0 0.9 0.2
H -3.47550 1.70785 -0.44173 0.8 -0.5 -0.3
H -2.62755 0.23237 -0.96993 0.3 0.8 -0.1
H -1.72371 2.80500 0.38163 0.5 -0.7 -0.5
H -0.48625 2.25715 -0.78610 -0.5 -0.6 0.3
H -0.93423 1.36308 1.81312 0.3 -0.2 -0.2
H 0.55726 -2.06775 1.16470 -0.4 0.7 0.0
H 0.07723 -1.04997 2.56579 0.1 0.2 -1.0
H -0.97842 -3.32995 2.07295 0.0 0.3 -0.6
H -1.37428 -1.30354 -1.63525 0.9 -0.1 0.4
H -0.32318 -2.52179 -0.86252 0.0 1.0 0.0
H 1.34454 -1.85125 -2.99967 -0.8 0.0 0.2
H 0.06928 -3.10677 -2.99470 0.1 0.9 0.0
H -1.25827 -0.53430 -3.76391 0.8 -0.4 -0.3
H -0.98711 -2.09336 -4.71010 0.2 1.0 0.4
H 2.28375 -1.76897 -1.12247 -0.7 0.1 -0.1
H 3.58519 -0.57311 0.77787 -1.0 -0.1 -0.7
H 1.28617 2.98020 0.93231 0.7 -0.5 -0.4
H 1.72630 2.37600 -0.70045 0.2 -0.4 0.7
H 3.01701 2.48721 0.53325 -1.0 -0.3 0.1
H 3.16458 -0.57574 3.38841 -0.1 -0.2 0.0
H 4.27585 1.56204 4.13895 -0.3 0.6 -0.6
H 4.29734 1.30658 2.35594 0.2 0.6 0.7
H 4.44327 4.15971 3.60822 0.0 -0.4 -0.7
H 4.53990 3.68438 1.80777 -0.2 0.0 0.9
H 5.81317 3.17153 2.95384 -0.9 0.2 0.0
O -4.85818 -4.77494 1.88493 0.0 -0.6 0.2
P -3.87604 -5.87073 1.44263 -0.1 0.0 0.0
O -3.20412 -5.45025 0.12685 0.2 -0.4 0.0
O -4.59811 -7.21149 1.23773 -0.2 0.5 -0.2
O -2.78584 -6.03896 2.51142 0.1 0.4 -0.1

| no. | E_HOMO (eV) |
| --- | --- |
| 1 | -9.3 |
| 2 | 0.9 |